Density functional theory data (the ωB97M-V functional and the def2-TZVPD basis) for a single C5H5NO molecule.

The value obtained for the HOMO-LUMO gap is 10.14 eV. The calculation puts the LUMO energy at 0.076 eV. The HOMO energy is -10.06 eV. The SMILES is C#CC(=O)[C@H]1CN1. As for the energy relative to the best compared isomer or geometry (same formula, charge and spin): 3.158 eV. The calculation puts the total energy at -323.4036 Ha.

Geometry as ORCA input:
```
! wB97M-V def2-TZVPD RIJCOSX def2/J DEFGRID3
* xyz 0 1
C 0.548 0.344 0.752
C 2.773 -0.768 -0.190
H -1.866 0.752 1.149
H -1.422 -1.229 -0.030
O 0.303 0.389 1.940
C 1.801 -0.205 0.246
N -1.825 0.930 0.146
H -1.893 -0.361 -1.582
C -0.456 0.742 -0.287
C -1.492 -0.287 -0.575
H 3.638 -1.274 -0.561
H -0.095 1.392 -1.081
*
```